# 1
Computed, not measured: 13 unconnected molecules or ions with the total composition C50H76ClF8NO22P in a non-equilibrium geometry, with ωB97M-V/def2-TZVPD.

Geometry as XYZ:
```
159
Properties=species:S:1:pos:R:3
H -2.7215 1.0921 -6.6260
C -4.4387 4.4728 -5.2637
H -0.7242 -2.7591 -6.4726
C -3.3021 4.9538 1.3540
C 0.3056 -1.3099 1.4991
H 4.5378 -5.8022 -1.3972
C -3.5388 -0.3058 -5.3333
H -3.6200 -2.4728 2.5197
H -1.8237 -0.8858 -2.0623
F -1.3057 0.7944 2.8043
H 2.0263 -1.0950 -0.6165
C -3.4653 -1.5374 -4.7285
C 4.3211 1.5453 -1.0725
F 2.0686 -0.0410 -3.3986
H -4.1316 -0.9451 6.4090
F -4.7429 -1.4861 -0.6627
C -0.9973 -2.5654 -0.1774
H -2.5409 2.9143 1.7023
O 7.8551 -4.3490 0.0533
C 2.0608 -2.8034 0.6257
F -4.0885 0.2821 0.4759
H -1.2097 5.1140 -3.5731
H 3.4854 4.1940 -2.6580
H -0.1835 -1.0193 -2.7148
C -0.3539 -0.1719 -0.6501
O 2.2021 -2.2695 6.6380
O 1.6054 -4.3271 6.8938
O 2.4654 5.0121 -4.2647
H 4.0484 -5.3751 0.2134
H -5.3165 -1.1803 7.6749
H 4.4592 4.7878 -4.0071
H -0.8538 4.9555 -1.6531
F -6.3946 -0.2652 -1.7957
H 1.8903 -6.2450 5.9526
C 3.5455 0.8695 2.6287
H -4.2532 0.4187 -4.9691
O 3.3865 0.7396 3.8301
O -3.6827 3.5858 -5.6750
C -2.2966 6.0163 -0.5197
H -0.9061 2.8640 4.2891
C 1.1521 -5.6121 6.4449
P -5.1880 0.0612 -0.7316
C 4.3566 -0.6192 -2.8088
H 1.3065 -2.4925 -1.4641
C -0.9302 -0.5294 6.1113
C 5.3658 -0.6473 2.2668
H -0.9666 -1.5304 6.5155
H -3.9714 5.0222 -7.6849
H -4.8502 4.2194 -2.1079
F -6.3014 -0.4640 0.3784
C -0.9441 5.1638 -4.6286
H -1.9902 -2.1925 0.0763
C -3.1936 6.0328 0.5498
C -0.8615 1.9317 4.8348
H 2.9226 -0.3780 6.6166
H 6.3675 -0.9951 -2.1663
H -4.8212 6.4858 -7.6966
H 0.6520 -0.2768 1.5359
C -1.1389 -0.4410 4.7268
H -1.2438 2.8707 -0.4831
C 1.4126 -1.9890 -0.5040
O -6.7242 -1.8927 3.6261
H 3.1366 -2.6347 0.6694
H 1.0446 -3.1496 2.5323
C 1.9083 -3.4226 6.0087
H -1.7331 1.5636 -2.4886
H 4.2794 2.3065 -0.3074
C -1.5591 -2.1459 -6.1666
C -4.9257 5.4494 -7.3770
O 4.3402 0.2070 1.7886
H 2.0524 3.0338 3.3009
O 1.0638 -6.3823 0.2770
C 5.4272 0.6711 -1.1469
H 0.7884 -6.2516 7.2490
F -4.0495 0.2904 -1.9178
C 1.2168 4.6006 -4.0120
Cl 0.5710 -6.4114 -1.0742
H -0.9816 -2.9200 -1.2067
C 1.3903 -2.3309 1.9019
H -0.4866 2.8013 6.8107
H -1.1403 0.2919 -0.0545
H -0.8382 -3.3238 0.5891
H 6.2705 -0.1462 2.6129
N 0.0376 -1.5043 0.0325
O -4.4754 -1.5094 4.0943
H -3.2931 3.8008 -2.5462
H -2.5330 -3.4428 -4.6909
H 2.2757 1.8145 -1.7320
H -0.6141 -1.3416 2.0815
O 1.8973 -3.6155 4.8143
H 9.0490 -2.8876 -1.0594
C 8.6719 -3.1666 -0.0754
F -5.6356 1.6230 -0.6817
H -3.2150 -0.7771 2.5349
H -1.4594 0.5351 -3.9026
C 3.2187 0.2157 -2.7236
H -4.6566 -2.5946 6.7511
H 5.0650 -1.3658 3.0294
H 0.8601 2.0749 2.5358
O -4.6710 4.6956 -4.0103
C -2.5422 3.7832 1.0605
H -4.0868 -1.8018 -3.8852
C -1.6152 -0.8446 -6.6666
H -0.5938 0.5024 7.8853
H -3.7716 6.9443 0.5991
O 2.7755 1.6812 1.8167
H -0.8840 -0.4875 -7.3778
C -0.8487 -0.4009 -2.1115
C -0.7303 1.9380 6.2095
C -5.7426 -1.7203 4.4256
C -1.0369 0.8655 -2.9539
C -4.9839 -1.5554 6.7081
O 5.8480 -3.2437 -0.0813
C -1.1436 0.7843 4.1001
H 3.5113 3.2480 -4.0871
C 1.8177 2.5614 2.3469
H 1.6530 3.3090 1.5715
C -2.5845 0.0979 -6.2259
C -1.5471 4.9228 -0.8255
H 4.4569 -1.4209 -3.5266
H 8.1358 -2.2731 0.2458
H -1.4410 6.0633 -4.9929
O 0.8567 3.6140 -3.3610
O -6.0145 -1.6112 5.7152
H 6.3198 0.7179 -0.5395
H 0.2897 -5.4936 5.7890
C 3.5307 4.2828 -3.7440
C -1.7438 3.7452 -0.0922
H 2.1057 -1.8219 2.5486
H -5.7778 4.9218 -7.8030
H -4.6724 2.8427 -3.1630
H 3.6527 -1.3668 5.4347
H 4.5981 -6.9603 -0.0550
C 3.1890 1.2405 -1.7981
C -4.0154 -1.4835 2.7525
H 1.8859 -3.8685 0.4775
H 5.7846 -1.2830 1.4864
H 1.9731 -0.8529 5.1734
C 5.4913 -0.3700 -2.0785
O -5.0440 5.4120 -5.9142
O 0.4224 5.4269 -4.7003
H -2.2105 6.9547 -1.0487
O -0.8217 -6.2143 -0.9644
C -2.5115 -2.4747 -5.1705
H -1.3292 4.3381 -5.2262
C 4.8009 -5.9305 -0.3470
H -0.1186 1.3957 -3.2058
O 1.1160 -5.2744 -1.7188
C -0.7757 0.6726 6.8337
H 9.5301 -3.2807 0.5860
H -3.8316 4.9509 2.2958
C 6.5309 -4.2672 -0.0703
H 0.5555 0.4290 -0.6580
C 2.6937 -1.1846 5.9206
O 6.1359 -5.5313 -0.1921
C -4.2962 3.8473 -2.9702
O 1.0000 -7.6349 -1.7414
H -4.7953 -1.2588 2.0258
H -1.2296 -1.3613 4.1682
```

Calculated values
Charge: -1
HOMO-LUMO gap: 8.2 eV

***

# 2
Computed, not measured: 6 unconnected molecules or ions with the total composition C37H56F16INO15S in a non-equilibrium geometry, with ωB97M-V/def2-TZVPD.

Geometry as XYZ:
```
127
Properties=species:S:1:pos:R:3
H -3.3103 2.5011 -0.1258
O -6.0309 -9.0433 0.1238
C 3.6178 2.5268 8.9796
H -3.2127 0.3871 -0.1904
C 11.5381 7.1430 1.2003
H -1.7541 3.2191 2.3527
H -7.4384 -1.0078 -1.6310
H 1.0237 2.9107 -1.9660
H 11.8579 4.0378 0.5275
S -1.3686 3.3940 -3.8254
H -2.3479 1.5545 2.0044
O -0.1964 3.8874 -4.4487
C 4.8790 5.0595 7.7694
H 4.5489 1.5728 -0.6617
H 1.5391 1.4479 -0.1357
C 3.9304 0.6806 -0.6180
O -2.5893 4.0347 -4.1656
C -0.9203 2.0666 -1.7478
O 10.5952 7.2055 1.9323
H -1.2534 1.0096 0.0829
C -1.1510 2.0498 -0.2415
H 10.2008 4.9780 -1.1063
H 5.8927 -0.1427 -1.0620
O 6.2079 4.2020 2.1247
H -11.4362 -10.4741 -5.0576
C 6.2116 5.7895 7.5300
C 2.8321 0.8130 -1.6954
C -6.4310 -5.8786 0.1328
H -11.8725 -8.7731 -4.9672
C -9.7496 -9.1189 -4.9430
H -5.4751 -6.4010 0.1185
H 3.5677 4.0492 10.4991
H 4.5042 2.0229 9.3658
C -1.8380 1.2257 -2.6508
H 3.6351 2.4424 7.8935
C -7.5746 -6.8422 0.3689
H 3.0372 1.7246 -2.2616
F -10.4297 -10.9879 -9.7704
F 7.0392 2.9669 -0.0850
H 9.4171 3.9109 0.0695
O -1.4584 1.7980 -3.9741
F 6.1885 6.9985 8.0998
H -4.2454 -0.5560 -2.8303
H 4.5924 -1.0871 -1.7354
C 3.6022 3.9758 9.4146
C -11.1523 -9.4742 -5.3838
F 12.7307 8.4145 -0.4136
H -8.5230 -6.3095 0.3999
H 8.1363 5.8345 3.2077
F 11.8944 9.4754 1.2693
H 0.7813 1.5855 -3.0673
F 8.2159 1.5621 1.0379
F -10.7689 -8.8945 -9.3715
H 0.9447 0.0113 -0.9950
H -9.4768 -8.1264 -5.3041
C -11.1148 -10.1357 -9.0192
H 5.9008 -1.3226 0.9263
H -7.4674 -7.3808 1.3101
H -4.8003 -0.2070 1.2799
H -3.6218 2.3231 -2.0346
H 6.1206 4.6611 4.1568
H -9.6824 -9.1291 -3.8577
F -3.7650 2.9462 2.2030
H 5.0850 5.5915 3.0881
F 13.6165 8.2017 1.5491
F -12.4170 -10.2941 -9.2856
H 2.7312 2.0145 9.3513
O -10.3405 -11.3860 -7.1056
C -5.9134 -2.4154 -0.9093
F -8.2883 -10.4134 -1.6928
C -6.8991 -1.9026 -1.9328
O -1.2618 3.4239 -2.2147
C 6.0805 5.1666 3.1950
C -4.2280 0.2375 -2.0846
C 4.9920 -1.4870 0.3515
N -5.7819 -1.7272 0.3021
H 2.8679 -0.0293 -2.3854
F -7.2995 -9.0263 -3.0264
C 7.1188 2.3156 1.0837
C -7.1541 -9.7284 -1.8977
H -5.8574 0.3836 0.0126
O 4.0414 4.9286 6.9262
C 12.4594 8.3360 0.8913
H -6.4012 -5.1287 0.9222
H 4.1303 -1.3510 1.0049
O -11.3004 -9.3665 -6.8141
C 7.1420 3.2789 2.2797
O -5.2738 -3.4246 -1.1407
H -0.2751 2.4390 0.2748
O -7.7005 -7.7820 -0.7184
H -9.0218 -9.8259 -5.3394
C -5.1449 -0.4053 0.2656
H -6.3574 -1.7034 -2.8570
I -1.1804 -0.8171 -2.8525
H 3.5377 0.6296 0.3978
H -6.5427 -5.3787 -0.8243
C -10.8490 -10.3897 -7.5245
H 10.9722 4.7676 1.8562
H 2.7395 4.5086 9.0165
F -6.1731 -10.6022 -2.0750
H 9.2812 5.6658 0.2227
H -3.6791 1.5998 -3.6026
F 6.0651 1.4928 1.1617
C 9.9514 4.8510 -0.0525
C -3.9215 -0.2912 -0.6639
H -2.2178 3.8981 0.0787
H -5.2514 0.6288 -2.0610
H -7.5774 -2.7270 -2.1473
O 7.8862 3.1710 3.2093
H -5.3817 -2.3291 1.0072
C 4.8887 -0.5164 -0.8554
O 4.8148 4.6529 9.0264
C 7.1352 6.2465 3.0838
C 0.5987 1.9096 -2.0421
H 4.9837 -2.5163 -0.0063
C 11.2035 4.8640 0.7960
C -6.8659 -8.8103 -0.6974
C -3.3703 1.4144 -2.5755
C -2.3630 2.8389 0.2819
C -2.4701 2.6205 1.7913
O 11.9718 6.0631 0.5665
H 7.0959 6.7193 2.1017
H 6.9806 7.0071 3.8469
H -3.4091 -1.2500 -0.7469
F 7.2406 5.1127 8.0409
F 6.4235 5.9491 6.2260
C 1.4063 0.9892 -1.1156
```

Calculated values
Charge: 0
SMILES string: CCCCCC[C@@]1(CCCF)OS(=O)(=O)O[C@]1(I)CCCCNC(C)=O.CCOC(=O)C(F)(F)F.CCOC(=O)C(F)(F)F.CCOC(=O)C(F)(F)F.CCOC(=O)C(F)(F)F.CCOC(=O)C(F)(F)F
HOMO-LUMO gap: 9.8 eV

***

# 3
Computed, not measured: C5H8O2 in the gas phase in a non-equilibrium geometry, with ωB97M-V/def2-TZVPD.

Geometry as XYZ:
```
15
Properties=species:S:1:pos:R:3
C 1.1271 0.2857 0.3905
O 2.1206 0.1832 -0.6088
C 0.1008 -0.8417 0.4769
C 0.0072 1.2781 -0.0016
H 1.5625 0.5100 1.3763
H -2.9006 -0.0458 0.1075
H -0.5447 -1.9425 -0.4887
H -0.1869 2.0150 0.7838
C -1.0030 0.1338 0.0253
H 0.1400 1.7810 -0.9644
H -0.0683 -0.7301 -1.7694
C -0.7700 -0.8716 -0.9661
O -2.1985 0.3041 0.6796
H 2.6810 -0.5768 -0.3911
H -0.0672 -1.4824 1.3503
```

Calculated values
Relative energy (zero: lowest compared OMol25 entry of this formula, charge and spin): 4.097 eV
Charge: 0
SMILES string: O[C@H]1C[C@@]2(O)C[C@@H]12
HOMO-LUMO gap: 9.8 eV

***

# 4
Computed, not measured: a gas-phase ion, C6H16N (charge +1) in a non-equilibrium geometry, with ωB97M-V/def2-TZVPD.

Geometry as XYZ:
```
23
Properties=species:S:1:pos:R:3
H -0.8668 1.3419 1.9514
H -0.4142 1.5987 -0.6184
C -0.5629 2.2271 1.4434
H 1.5760 -1.4578 0.4215
H 0.5490 -0.2055 -2.1562
H 0.7653 -2.0792 -1.9223
H 0.4081 -0.4297 1.5250
H 1.8284 1.0275 -0.7010
C -0.0212 -1.1959 -1.8635
H -0.7716 -1.4797 -2.5226
H -1.1657 -0.0531 -0.4469
H -1.5364 2.7001 1.2100
C 0.1943 1.9555 0.1822
C 1.3715 0.9582 0.2504
C -0.3766 -0.8888 -0.4689
N -1.1032 -2.1903 0.0144
H 0.0205 2.7585 2.1847
H 2.0640 1.3023 0.9035
C 0.8295 -0.5802 0.4498
H 0.6904 2.9302 -0.0962
H -1.2507 -2.2381 1.0775
H -0.7414 -3.0510 -0.5466
H -2.0399 -2.1890 -0.3247
```

Calculated values
Relative energy (zero: lowest compared OMol25 entry of this formula, charge and spin): 1.714 eV
Charge: +1
SMILES string: CCCC[C@@H](C)[NH3+]
HOMO-LUMO gap: 10.9 eV

***

# 5
Computed, not measured: 2 unconnected molecules or ions with the total composition CHF6N4 in a non-equilibrium geometry, with ωB97M-V/def2-TZVPD.

Geometry as XYZ:
```
12
Properties=species:S:1:pos:R:3
N 0.5554 -2.5200 -1.7040
N 0.7831 1.2026 0.9263
F -0.9075 1.6508 -0.5757
H -2.3248 0.0319 0.4110
F 0.3755 2.2141 1.6334
F 1.9177 1.5917 0.2639
F 1.1736 0.2460 1.7910
N 0.1768 -0.3584 -0.9480
F -1.6456 -0.1194 1.1490
F -0.4996 -3.2027 -1.0200
C -0.2766 0.5990 -0.3499
N 0.6720 -1.3357 -1.5770
```

Calculated values
Relative energy (zero: lowest compared OMol25 entry of this formula, charge and spin): 0.000 eV
Charge: +1
HOMO-LUMO gap: 10.1 eV

***

# 6
Computed, not measured: a molecular structure, C30H30ClGaN4O3S in a non-equilibrium geometry, with ωB97M-V/def2-TZVPD.

Geometry as XYZ:
```
70
Properties=species:S:1:pos:R:3
C 4.8711 -0.7967 -1.8512
H 0.1472 -4.3548 4.0122
H 2.9134 -2.3015 1.4868
S 2.7601 1.5986 1.4825
Cl -6.8508 2.8782 -1.6198
C 1.4587 1.8790 -2.2472
C 0.8716 -2.2561 0.8157
C 0.3616 1.3755 1.0712
C -4.2832 -0.0532 -2.4563
H -1.5857 -3.2754 -1.0194
C 0.9438 3.9473 4.3548
H -4.1940 3.4002 -0.7628
N -1.5163 -1.8392 0.5147
H -3.0282 -0.4326 0.8315
Ga -0.3420 -0.3367 -0.8221
C 2.0043 3.3195 3.7092
H 5.8722 -0.5273 -2.1499
C -4.2137 2.4372 -1.2457
H -3.1529 -1.8727 1.8734
H -1.9002 -0.6396 2.1827
H -1.7050 -3.4149 2.7159
H 5.4125 -2.7448 -1.1506
C 1.6506 -3.3668 2.8248
H 0.4169 0.4955 -4.0970
C -5.4503 0.6767 -2.3244
N 1.0412 -1.6279 -0.3983
C -2.2493 -2.8158 -0.2873
H -1.3376 0.3355 -3.1479
H 0.8212 -1.1340 -3.5101
C 1.1606 -0.0981 -3.5678
C 1.7171 2.4926 2.6510
C -0.4496 -2.4783 1.2584
C -3.0538 1.7078 -1.4021
C 4.6158 -2.0251 -1.2675
H 3.1415 -3.3164 -0.4119
H -2.1070 2.0930 -1.0479
C 3.8094 0.0517 -2.1206
C 1.9064 -2.6346 1.6849
C -0.6892 -3.2260 2.3986
O 3.5520 0.5874 2.1115
C 0.3532 -3.7235 3.1605
H 1.1428 4.5973 5.1925
O 3.4342 2.5386 0.6298
H -1.9892 -1.2297 -2.7323
H -1.1725 4.2470 4.4481
C -2.4598 -1.1636 1.4092
H -2.6826 -3.5976 0.3458
C -1.7828 -0.2343 -2.3292
H -1.6529 2.7353 2.5271
H 2.1076 2.2223 -3.0573
C 3.3464 -2.3410 -0.8266
H -6.3879 0.2859 -2.6848
C -3.0659 0.4595 -2.0174
C -0.6449 2.9032 2.8731
C 0.4136 2.2789 2.2348
C 2.2981 -1.4216 -0.9380
H 1.8543 2.2393 -1.2988
O -0.7394 1.0532 0.5214
H -3.0531 -2.3017 -0.8108
N 1.4970 0.9424 0.6366
H 3.0234 3.4669 4.0255
H 2.0955 -0.0636 -4.1333
H 2.4701 -3.6617 3.4639
C -0.3636 3.7438 3.9391
C 2.5283 -0.2693 -1.7092
H 3.9944 0.9681 -2.6587
N 1.3550 0.4204 -2.2081
H 0.4577 2.2934 -2.4063
C -5.4074 1.9260 -1.7313
H -4.3100 -1.0214 -2.9377
```

Calculated values
Charge: 0
HOMO-LUMO gap: 7.3 eV

***

Number 1: HOMO energy -0.2443 Eh. Number 2: HOMO energy -0.3649 Eh. Number 3: HOMO energy -0.3314 Eh. Number 4: HOMO energy -0.5340 Eh. Number 5: HOMO energy -0.5790 Eh. Number 6: HOMO energy -0.2659 Eh.